The following is a DFT calculation (ωB97M-V with the def2-TZVPD basis set) of C5H4O2 as an isolated structure.

Each line ends with the Löwdin charge.
Cartesian coordinates (Å):
O -0.6933 0.2824 -2.4789  0.19
C -0.6065 0.9842 -1.5696  -0.02
O 1.1870 0.7687 -0.3263  -0.08
C 1.3797 -0.4307 0.1464  -0.22
C 0.2858 -1.1125 0.6116  -0.08
C -0.7854 -0.1894 0.7010  -0.11
C -0.6344 1.0070 0.0304  -0.13
H 2.4123 -0.7718 0.2192  0.13
H 0.3052 -2.1069 1.0363  0.10
H -1.6617 -0.3316 1.3271  0.12
H -1.1888 1.9005 0.3028  0.11

## Properties
Energy relative to the best compared isomer or geometry (same formula, charge and spin) ... 98.7 kcal per mole
Charge ... 0
HOMO-LUMO gap (spin up / spin down) ... 0.2709 / 0.2481 Eh

---

The following is a DFT calculation (ωB97M-V with the def2-TZVPD basis set) of one molecule with the formula C5H4O2.

Each line ends with the Löwdin charge.
Cartesian coordinates (Å):
O 2.2567 -1.5095 -0.2492  0.12
C 1.2922 -0.8180 -0.0647  -0.43
O 0.0874 -1.4749 0.2716  0.07
C -1.1054 -0.9018 0.0461  -0.10
C -1.1919 0.3584 -0.3900  -0.08
C -0.0530 1.1599 -0.0768  -0.07
C 1.1906 0.6391 0.0412  0.02
H -1.9478 -1.4805 0.4033  0.13
H -2.1026 0.8629 -0.6783  0.11
H -0.5366 2.0056 0.3903  0.12
H 2.1105 1.1587 0.3066  0.12

## Properties
Energy relative to the best compared isomer or geometry (same formula, charge and spin) ... 24.4 kcal per mole
Charge ... 0
HOMO-LUMO gap ... 0.3469 Eh

---

The following is a DFT calculation (ωB97M-V with the def2-TZVPD basis set) of one molecule with the formula C5H4O2.

Each line ends with the Löwdin charge.
Cartesian coordinates (Å):
O -0.4894 2.6746 0.1092  0.11
C -0.2804 1.4910 0.1229  -0.45
O 0.9163 1.0505 0.6898  0.08
C 1.3218 -0.2276 0.5951  -0.10
C 0.5962 -1.1909 0.0021  -0.07
C -0.7105 -0.8367 -0.4818  -0.06
C -1.1458 0.4378 -0.3906  0.01
H 2.2922 -0.3729 1.0568  0.13
H 0.9870 -2.1974 -0.0786  0.11
H -1.3504 -1.6049 -0.9079  0.11
H -2.1310 0.7506 -0.7168  0.12

## Properties
Energy relative to the best compared isomer or geometry (same formula, charge and spin) ... 0.3 kcal per mole
Charge ... 0
HOMO-LUMO gap ... 0.3453 Eh

---

The following is a DFT calculation (ωB97M-V with the def2-TZVPD basis set) of one molecule with the formula C5H4O2.

Each line ends with the Löwdin charge.
Cartesian coordinates (Å):
O -1.2478 0.3734 -2.4835  0.21
C -0.7249 -0.2719 -1.6771  -0.17
O -0.3671 2.0236 -0.2005  0.05
C 0.4779 1.4701 0.4865  -0.25
C 0.2194 0.2242 1.2194  -0.08
C -0.0017 -0.9293 0.5954  -0.11
C -0.1636 -1.1296 -0.8388  -0.09
H 1.5067 1.8770 0.5190  0.13
H 0.2893 0.2553 2.2941  0.10
H -0.0630 -1.8368 1.1871  0.11
H 0.1131 -2.0719 -1.2904  0.11

## Properties
Energy relative to the best compared isomer or geometry (same formula, charge and spin) ... 35.6 kcal per mole
Charge ... 0
HOMO-LUMO gap ... 0.3439 Eh

---

The following is a DFT calculation (ωB97M-V with the def2-TZVPD basis set) of one molecule with the formula C5H4O2S.

Each line ends with the Löwdin charge.
Cartesian coordinates (Å):
C 0.3668 1.1290 -0.0024  -0.05
C -0.2577 -0.0505 -0.0310  -0.27
C 1.7846 1.1436 -0.0157  -0.69
C 0.7093 -1.2169 -0.0681  -0.66
C -1.7038 -0.4857 0.0325  -0.02
O 2.4747 2.1129 -0.0120  0.02
O 0.3785 -2.3606 -0.0277  0.02
S 2.4177 -0.5834 0.0145  1.25
H -0.2915 1.9385 0.0509  0.12
H -1.9988 -1.1780 -0.7815  0.10
H -2.1441 0.4381 -0.2699  0.06
H -1.7357 -0.8869 1.1103  0.13

## Properties
<S²> ... 2.0121
Energy relative to the best compared isomer or geometry (same formula, charge and spin) ... 0.0 kcal per mole
Charge ... 0
HOMO-LUMO gap (spin up / spin down) ... 0.2675 / 0.1974 Eh
Spin multiplicity ... 3

---

The following is a DFT calculation (ωB97M-V with the def2-TZVPD basis set) of one molecule with the formula C5H4O3.

Each line ends with the Löwdin charge.
Cartesian coordinates (Å):
C -1.0669 -0.5944 0.2587  -0.11
C 1.2834 0.5238 -0.3732  -0.08
C -0.0652 1.0761 1.5596  -0.52
C -1.9930 -1.3873 -0.2337  0.00
C 2.0779 0.3874 -1.4031  0.03
O -0.2001 1.8122 2.4973  0.18
O -0.9386 0.1615 1.3125  0.13
O 0.9926 1.2772 0.6696  0.11
H -2.9877 -1.6623 0.3365  0.10
H -1.9341 -2.2055 -0.9541  0.05
H 2.8261 1.0559 -1.5683  0.03
H 2.0056 -0.4446 -2.1018  0.07

## Properties
Energy relative to the best compared isomer or geometry (same formula, charge and spin) ... 154.4 kcal per mole
Charge ... 0
HOMO-LUMO gap (spin up / spin down) ... 0.3131 / 0.3327 Eh

---

Number 1: strongest force on any atom 0.9 eV/Å. Number 2: strongest force on any atom 2.1 eV/Å. Number 3: strongest force on any atom 0.4 eV/Å. Number 4: strongest force on any atom 1.5 eV/Å. Number 5: strongest force on any atom 7.0 eV/Å. Number 6: strongest force on any atom 3.6 eV/Å.